Record 1
25
Properties=species:S:1:pos:R:3:forces:R:3 method="wB97M-V/def2-TZVPD" multiplicity=2 orbital_gap_ev="12.3 / 7.4" relative_energy_kcal_mol=30.9 total_charge=+2 e_tot_ev=-10469.471 s_squared=0.7542 homo_ev="-19.2887 / -19.2870"
C 1.862 0.492 0.341 -0.6 1.7 1.2
C 0.798 1.637 0.474 -0.7 -0.6 -2.0
C -0.613 1.272 1.018 -0.2 1.3 0.5
C -1.444 0.191 0.244 2.7 -0.3 1.8
N -1.120 -1.124 0.907 -4.4 0.4 -0.8
C -1.846 -1.358 2.167 1.2 -0.7 -0.1
N 1.812 -0.312 -0.939 -1.1 0.0 1.2
H 1.771 -0.114 1.234 0.1 -0.7 -0.2
H 2.803 1.027 0.471 0.3 -0.6 -0.6
H 1.290 2.452 1.021 -0.5 -0.3 0.1
H 0.584 2.048 -0.549 0.5 -0.1 0.6
H -1.242 2.155 0.929 0.2 0.4 -0.2
H -0.574 1.191 2.127 -0.2 -0.8 -0.7
H -1.095 0.113 -0.778 -0.3 0.1 -0.3
H -2.531 0.366 0.307 0.4 -0.2 0.1
H -1.302 -1.887 0.240 1.0 -0.3 0.3
H -1.774 -2.406 2.466 0.5 0.2 0.1
H -2.927 -1.243 2.004 0.0 0.5 -0.3
H -1.469 -0.653 2.905 -0.3 -0.1 0.2
H 2.611 -0.084 -1.530 -0.2 -0.3 -0.4
H 0.910 -0.173 -1.426 0.7 0.7 -0.8
H 1.731 -1.315 -0.758 1.0 0.0 0.1
H -0.171 0.082 -3.896 0.3 -0.1 0.0
H 0.124 -1.378 -3.483 0.3 0.8 -0.3
O 0.435 -0.454 -3.359 -0.7 -0.7 0.4

Record 2
88
Properties=species:S:1:pos:R:3:forces:R:3 method="wB97M-V/def2-TZVPD" multiplicity=6 orbital_gap_ev="5.2 / 1.7" relative_energy_kcal_mol=70.9 total_charge=+3 e_tot_ev=-104822.213 s_squared=8.7983 homo_ev="-14.4541 / -14.4540"
Fe 0.331 0.375 -2.494 1.7 -0.2 4.4
P 1.696 0.801 0.006 0.9 1.3 0.5
P -1.144 1.716 -1.518 -0.5 0.4 -0.4
P 2.298 -0.515 -2.980 2.0 -0.7 -0.5
H -1.624 -1.774 -1.387 0.4 -0.4 0.5
C -0.617 -2.131 -1.105 -0.8 -0.1 -2.3
C -0.066 -1.879 0.054 1.1 1.3 1.1
H -0.576 -1.217 0.780 0.1 -0.8 -0.1
C 0.962 1.149 1.645 -0.6 -0.2 0.2
C 2.521 2.433 -0.298 0.0 -0.3 -0.3
C 3.114 -0.230 0.561 0.1 -0.3 -0.4
C -2.712 1.099 -2.142 -0.5 -0.2 -0.3
C -1.535 2.471 0.017 -0.1 0.4 1.0
C -0.597 3.045 -2.637 -0.1 0.1 0.0
C 2.930 -2.108 -2.366 -0.3 -0.2 0.2
C 3.713 0.615 -3.034 0.1 0.2 -0.2
C 1.940 -0.818 -4.722 -0.2 -0.2 -0.5
H -0.111 -2.657 -1.935 -0.2 0.0 0.7
H 0.992 -2.133 0.248 -0.8 -0.3 0.0
H -0.016 0.673 1.750 0.0 0.1 0.2
H 0.838 2.226 1.802 0.1 -0.2 -0.1
H 1.613 0.766 2.442 -0.1 0.1 -0.3
H 1.776 3.238 -0.222 0.3 -0.2 0.0
H 2.972 2.460 -1.298 -0.1 0.1 0.4
H 3.303 2.580 0.461 -0.2 0.1 -0.2
H 2.779 -1.257 0.742 0.2 0.2 0.1
H 3.496 0.188 1.504 -0.1 -0.1 -0.3
H 3.929 -0.250 -0.171 -0.2 0.0 0.2
H -3.228 1.927 -2.625 -0.3 0.0 0.0
H -3.297 0.734 -1.297 -0.1 0.0 0.0
H -2.598 0.276 -2.858 -0.1 0.3 0.3
H -2.390 3.130 -0.136 -0.1 0.0 -0.1
H -0.718 3.080 0.398 0.1 0.0 0.0
H -1.802 1.726 0.766 0.0 -0.2 0.1
H -1.474 3.652 -2.866 0.1 0.2 -0.2
H -0.172 2.645 -3.568 -0.1 0.2 0.0
H 0.166 3.655 -2.145 -0.1 -0.1 -0.1
H 3.383 -2.628 -3.222 0.0 0.1 0.3
H 2.112 -2.718 -1.955 0.3 0.1 -0.2
H 3.683 -1.957 -1.583 -0.2 0.0 -0.3
H 4.399 0.266 -3.812 0.0 0.0 0.1
H 4.246 0.664 -2.081 -0.1 0.0 -0.2
H 3.363 1.619 -3.301 0.2 -0.2 0.0
H 2.719 -1.461 -5.130 0.0 0.0 -0.3
H 1.926 0.136 -5.255 0.1 -0.1 -0.1
H 0.958 -1.295 -4.838 0.6 0.1 0.0
C -1.631 -1.486 -4.992 0.0 0.7 1.7
C -2.822 -0.945 -5.513 -1.4 -0.6 -1.8
C -3.492 -1.645 -6.545 0.0 2.5 1.7
C -2.981 -2.824 -7.081 -0.4 -0.1 -0.5
C -1.797 -3.323 -6.569 2.6 -1.1 1.1
C -1.132 -2.684 -5.521 0.5 -2.0 -1.1
O -1.062 -1.062 -3.820 0.3 0.1 -1.0
H -0.666 -0.068 -3.568 -2.9 -1.5 -3.1
H -3.235 -0.034 -5.112 -0.1 0.1 0.0
H -4.430 -1.250 -6.937 0.3 0.0 0.2
H -3.502 -3.326 -7.892 0.1 0.0 0.1
H -1.355 -4.260 -6.982 -0.5 0.9 0.4
H -0.220 -3.126 -5.079 -0.7 0.3 -0.4
C -1.759 -0.461 6.012 0.2 0.0 0.2
N -1.401 -0.510 4.600 0.2 -0.4 -1.1
C -0.300 -1.440 4.312 0.1 -0.1 0.1
P -2.544 -0.241 3.411 -0.8 0.4 0.9
O -1.954 -0.056 2.040 0.2 -0.1 0.2
N -3.744 -1.396 3.347 0.5 0.2 -0.2
C -3.686 -2.399 2.285 0.0 0.0 0.0
C -4.409 -1.854 4.571 0.0 -0.1 0.0
N -3.330 1.071 4.101 0.5 -0.1 -0.8
C -4.622 1.449 3.529 -0.1 0.0 0.2
C -2.488 2.248 4.363 -0.1 0.1 0.3
H -0.881 -0.120 6.562 0.0 0.0 0.1
H -2.048 -1.442 6.400 0.0 0.0 0.0
H -2.564 0.249 6.169 0.0 -0.1 0.1
H -0.618 -2.504 4.341 0.2 0.5 0.0
H 0.151 -1.232 3.326 -0.3 -0.1 0.4
H 0.478 -1.291 5.079 -0.3 -0.1 -0.3
H -2.962 -3.197 2.513 -0.2 0.0 -0.1
H -4.684 -2.843 2.190 0.2 0.0 -0.1
H -3.414 -1.923 1.338 0.0 -0.1 0.2
H -3.775 -2.531 5.163 -0.2 0.1 -0.1
H -4.727 -1.010 5.193 0.2 -0.2 -0.1
H -5.301 -2.410 4.263 0.1 0.1 0.2
H -5.139 2.098 4.245 0.0 -0.1 -0.2
H -4.502 1.997 2.584 -0.1 0.0 0.0
H -5.222 0.554 3.356 0.0 0.2 0.0
H -1.518 1.948 4.777 -0.3 0.1 -0.1
H -2.318 2.846 3.450 -0.1 -0.1 0.1
H -3.004 2.884 5.095 0.2 -0.1 -0.2

Record 3
60
Properties=species:S:1:pos:R:3:forces:R:3 method="wB97M-V/def2-TZVPD" multiplicity=3 orbital_gap_ev="8.4 / 4.8" total_charge=0 e_tot_ev=-72224.559 s_squared=2.0146 homo_ev="-8.4092 / -8.0133"
C -1.089 -1.378 1.257 0.9 -0.8 -0.8
C -0.996 -1.903 -0.083 0.5 0.5 0.4
C 0.414 -2.152 -0.355 -1.0 0.3 0.4
H -1.846 -2.171 -0.704 0.3 0.0 0.1
C 1.146 -1.757 0.807 0.9 -0.3 -0.3
C 0.243 -1.320 1.790 -0.6 0.5 0.2
H 0.517 -0.928 2.751 -0.1 -0.2 0.1
H -1.992 -1.132 1.765 -0.3 0.2 0.2
H 0.811 -2.558 -1.270 0.1 -0.1 0.0
H 2.243 -1.790 0.943 -0.9 0.1 -0.3
Au -0.008 0.163 -0.504 0.9 0.0 -0.4
Cl 1.992 1.440 -0.567 -0.4 0.0 -0.2
P 0.118 0.350 -3.765 -0.3 0.1 -1.1
C 1.219 -0.710 -4.822 0.0 -0.3 0.2
C 0.784 -1.429 -5.951 0.2 0.0 0.1
H -0.266 -1.383 -6.274 0.5 0.0 0.2
C 1.696 -2.209 -6.678 0.0 0.2 0.3
H 1.348 -2.763 -7.552 0.1 0.2 0.3
C 3.035 -2.276 -6.282 0.0 0.3 0.3
H 3.746 -2.883 -6.851 -0.3 0.2 0.2
C 3.475 -1.563 -5.146 -0.6 -0.1 -0.4
H 4.518 -1.610 -4.843 -0.2 0.0 0.0
C 2.564 -0.794 -4.417 0.1 0.0 0.1
H 2.891 -0.239 -3.516 -0.2 -0.4 -0.6
C -1.533 -0.086 -4.486 -0.2 0.1 0.2
C -2.166 -1.217 -3.937 -0.2 0.1 -0.2
H -1.663 -1.788 -3.137 -0.3 0.3 -0.5
C -3.419 -1.624 -4.410 0.2 0.6 -0.4
H -3.894 -2.508 -3.996 0.0 0.1 -0.1
C -4.053 -0.883 -5.428 0.2 -0.2 0.3
H -5.035 -1.199 -5.794 0.4 0.1 0.1
C -3.435 0.250 -5.964 0.3 -0.1 0.3
H -3.925 0.831 -6.748 0.1 -0.2 0.2
C -2.175 0.654 -5.495 -0.1 -0.3 0.1
H -1.699 1.546 -5.927 -0.2 -0.5 0.3
C 0.398 2.000 -4.559 0.3 0.2 0.2
C 1.112 2.194 -5.756 -0.2 0.1 0.2
H 1.539 1.339 -6.300 -0.2 0.4 0.3
C 1.277 3.491 -6.267 -0.2 -0.2 0.3
H 1.831 3.633 -7.196 -0.2 0.0 0.3
C 0.737 4.588 -5.587 -0.2 -0.2 0.3
H 0.865 5.598 -5.987 0.0 -0.4 0.2
C 0.029 4.398 -4.382 0.3 -0.3 -0.6
H -0.395 5.248 -3.856 0.1 -0.1 -0.1
C -0.128 3.108 -3.872 0.0 0.0 0.1
H -0.664 2.946 -2.916 0.4 0.2 -0.6
C 0.604 2.420 3.375 -0.8 0.1 0.4
C -0.736 1.849 2.825 -0.5 1.9 1.2
O -0.507 1.254 1.711 0.4 -3.3 -2.6
C -1.454 0.955 3.951 0.3 0.8 -0.4
F -1.781 1.726 5.025 0.1 -1.0 -0.7
F -2.573 0.337 3.494 0.7 0.4 0.5
F -0.604 -0.028 4.381 -0.7 0.6 -0.1
C -1.751 3.011 2.349 0.5 -0.2 1.2
F -2.063 3.829 3.393 -0.2 -0.1 -0.8
F -1.172 3.761 1.385 -0.5 -0.4 0.6
F -2.896 2.491 1.840 0.7 0.6 0.4
H 1.288 1.565 3.562 -0.5 0.6 0.1
H 0.384 3.010 4.284 0.6 -0.2 -0.3
H 1.049 3.016 2.561 -0.3 -0.1 0.5

Record 4
18
Properties=species:S:1:pos:R:3:forces:R:3 method="wB97M-V/def2-TZVPD" orbital_gap_ev=6.2 relative_energy_kcal_mol=0.8 total_charge=-1 e_tot_ev=-23675.116 homo_ev=-2.9592 smiles="CN(/C=N/[N+](=O)[O-])CC[S-]"
C 1.248 0.997 0.387 -1.3 0.1 -1.3
C 0.940 2.232 -0.552 1.3 -0.4 0.7
C -0.547 -0.600 0.766 -1.6 0.0 2.8
C 0.449 -0.717 -1.349 -1.2 2.8 -2.4
N -1.370 -1.518 0.336 -0.1 -0.6 -1.0
N 0.360 -0.077 -0.029 0.8 -2.1 0.4
N -2.180 -2.172 1.283 1.2 0.0 -3.7
O -1.988 -2.016 2.446 -0.5 0.0 2.3
O -2.930 -2.970 0.728 -0.3 0.3 1.3
S -0.623 3.077 -0.322 0.0 -0.1 0.2
H 2.278 0.705 0.177 0.2 -0.3 0.3
H 1.031 1.044 1.464 0.4 1.0 -0.4
H 1.868 2.827 -0.319 -0.8 0.2 -0.7
H 0.992 1.849 -1.617 0.4 0.4 1.1
H -0.750 -0.340 1.884 1.2 0.3 -2.0
H 1.207 -0.248 -2.064 -0.4 -0.5 1.6
H 0.527 -1.811 -1.428 -0.3 0.5 0.6
H -0.511 -0.264 -1.792 1.0 -1.6 -0.1

Record 5
16
Properties=species:S:1:pos:R:3:forces:R:3 method="wB97M-V/def2-TZVPD" multiplicity=3 orbital_gap_ev="7.1 / 5.7" relative_energy_kcal_mol=4.5 total_charge=-1 e_tot_ev=-21052.397 s_squared=2.0096 homo_ev="-3.7850 / -4.5169"
C 0.460 1.190 1.631 -0.1 -0.7 0.1
C -0.721 -1.576 -1.986 1.2 -1.6 0.9
C -0.734 -0.578 0.246 1.8 -0.7 0.2
C -0.101 -0.444 -1.116 -0.4 -0.3 -0.1
N 1.076 1.217 2.798 -0.9 -1.4 0.3
N 0.584 2.250 0.888 0.2 0.7 0.1
N 1.581 2.410 2.837 0.8 2.3 -1.2
N 1.313 3.056 1.674 0.5 0.1 1.2
S 1.662 -0.685 -0.963 0.5 0.1 -0.3
H -0.345 -1.375 -2.984 -0.7 -0.5 -0.6
H -0.325 -2.651 -1.659 -0.4 2.3 -0.6
H -1.801 -1.701 -1.802 0.3 0.6 -0.7
H -1.766 -0.549 0.166 -2.2 0.1 0.2
H -0.316 0.204 0.952 -0.1 1.0 0.4
H -0.351 -1.386 0.893 -0.4 -0.4 -0.9
H -0.215 0.616 -1.576 -0.1 -1.7 0.8

Record 6
83
Properties=species:S:1:pos:R:3:forces:R:3 method="wB97M-V/def2-TZVPD" multiplicity=5 orbital_gap_ev="4.0 / 4.0" total_charge=0 e_tot_ev=-165669.363 s_squared=6.0052 homo_ev="-4.6207 / -4.6339"
Ho 0.071 0.154 2.258 -1.8 -0.2 0.5
C -1.197 2.880 5.356 -2.5 1.5 -0.7
C -0.527 2.215 4.217 0.0 -1.9 0.4
N -0.820 0.760 4.277 3.5 0.5 -1.5
N -2.089 0.453 4.366 -3.9 -2.9 0.1
C -2.429 -0.659 3.675 -0.4 3.2 2.6
O -1.642 -1.143 2.784 1.4 -1.1 -1.7
C -3.735 -1.303 3.960 0.0 -1.1 0.0
C -4.735 -0.596 4.652 -0.6 -0.8 0.0
C -5.987 -1.184 4.880 0.2 -0.9 -0.7
C -6.255 -2.493 4.349 -0.2 1.8 0.7
C -5.262 -3.191 3.696 -0.2 0.1 -0.8
C -3.991 -2.651 3.539 1.3 1.0 -0.6
C 0.997 2.278 4.313 -0.7 1.0 -0.5
C 1.656 3.264 5.025 0.4 -0.5 1.3
C 3.069 3.315 5.041 -1.7 -0.4 0.6
C 3.740 2.267 4.403 0.9 1.5 -1.2
C 2.995 1.461 3.529 0.6 -0.2 2.0
N 1.678 1.437 3.538 -0.2 -0.2 -0.7
H -2.315 2.786 5.256 1.1 -0.2 -0.1
H -1.047 3.948 5.369 0.3 0.5 0.1
H -0.948 2.452 6.283 0.6 -0.6 1.3
H -4.502 0.414 4.963 -0.1 0.0 0.0
H -6.800 -0.618 5.361 0.5 -0.3 -0.2
H -7.276 -2.870 4.374 0.2 0.0 0.1
H -5.565 -4.033 3.072 0.3 -0.3 0.6
H -3.178 -3.219 2.977 -1.2 0.9 0.8
H 1.029 3.751 5.788 0.6 0.5 -0.8
H 3.485 4.119 5.663 0.4 -0.7 -0.4
H 4.847 2.259 4.378 -0.9 -0.2 0.1
H 3.455 0.644 3.016 0.5 -0.2 -0.6
O 3.668 -4.019 6.022 -0.3 0.9 -1.5
C 2.822 -3.156 5.343 0.4 -0.2 -0.5
C 1.764 -2.482 5.949 1.0 -0.9 0.4
C 1.031 -1.626 5.196 -1.4 0.6 -1.5
N 1.116 -1.537 3.848 1.5 -0.3 -0.8
C 2.126 -2.172 3.236 -0.3 -0.7 1.8
Br 2.131 -2.224 1.304 0.1 0.4 0.8
C 3.060 -2.926 3.953 1.4 -0.3 0.7
H 3.331 -4.310 6.867 -0.4 0.2 0.3
H 1.541 -2.611 6.995 0.0 0.1 0.2
H 0.240 -1.011 5.609 0.0 0.1 0.0
H 4.068 -3.242 3.571 -1.5 0.0 0.0
C 0.860 0.096 -12.126 1.1 -0.5 -0.4
O 1.527 0.922 -11.168 -0.5 -0.2 -0.6
C 1.222 0.752 -9.878 -0.5 -0.3 2.2
C 1.963 1.536 -8.944 -0.6 0.4 -0.8
C 1.587 1.591 -7.626 0.8 -0.7 1.1
C 0.700 0.596 -7.128 -0.5 0.8 -0.4
C 0.009 -0.249 -7.988 1.0 0.7 -0.3
C 0.226 -0.140 -9.345 1.7 1.2 -0.9
C 0.516 0.516 -5.716 -0.1 1.1 3.9
N 1.212 1.301 -4.820 -1.3 -2.4 -1.1
C 0.850 0.784 -3.611 -0.5 -1.3 1.2
C -0.063 -0.300 -3.670 1.5 3.6 -2.1
N -0.366 -0.344 -5.018 0.6 -0.3 -1.8
C -0.665 -0.821 -2.553 -1.6 -1.2 2.3
C -1.754 -1.715 -2.645 -1.0 -0.7 -0.3
C -2.355 -2.186 -1.480 1.0 -0.2 0.3
C -1.864 -1.766 -0.192 1.3 0.1 -1.9
N -0.797 -0.962 -0.064 -1.2 0.1 -1.3
C -0.260 -0.448 -1.231 -0.2 -0.3 0.3
C 0.711 0.608 -1.085 0.1 1.2 -1.7
N 0.978 1.140 0.129 -0.3 -0.8 -0.8
C 1.746 2.204 0.171 -0.2 0.7 2.8
C 2.442 2.708 -0.883 1.8 -0.2 -2.1
C 2.300 2.109 -2.132 -1.1 0.7 1.6
C 1.248 1.223 -2.298 0.2 -1.4 0.8
H 1.385 0.263 -13.095 -0.3 -0.4 0.9
H -0.183 0.267 -12.293 -0.8 0.9 0.3
H 0.874 -0.940 -11.780 0.6 -0.1 -0.4
H 2.783 2.185 -9.257 -0.4 -0.2 -0.3
H 2.128 2.280 -6.905 -0.9 -1.1 -1.0
H -0.645 -1.027 -7.648 -0.3 -0.2 0.3
H -0.270 -0.807 -9.992 -0.6 -0.5 -0.7
H -1.106 -0.888 -5.489 0.9 0.4 0.6
H -2.143 -1.998 -3.683 0.6 0.2 1.7
H -3.029 -3.054 -1.473 -0.2 0.9 -0.2
H -2.300 -2.203 0.677 -0.1 0.1 0.8
H 1.815 2.662 1.187 0.0 -0.3 -1.0
H 3.263 3.412 -0.774 -0.4 0.2 0.4
H 2.889 2.345 -2.973 0.6 0.6 -0.8
S -1.051 2.767 2.547 0.6 0.0 -0.5

Record 7
18
Properties=species:S:1:pos:R:3:forces:R:3 method="wB97M-V/def2-TZVPD" orbital_gap_ev=10.0 relative_energy_kcal_mol=16.1 total_charge=0 e_tot_ev=-11386.205 homo_ev=-9.4749 smiles="CC(N)=O.CC(N)=O"
C -1.581 1.006 -2.773 2.0 -0.2 1.5
C -1.231 1.353 -1.314 -0.8 0.2 0.2
O -0.176 1.063 -0.804 0.1 0.0 0.1
N -2.303 1.936 -0.630 0.9 -0.3 -1.0
H -2.072 0.043 -2.693 -0.9 0.2 -0.5
H -0.609 0.765 -3.207 -0.1 0.2 -0.3
H -2.158 2.456 0.220 0.3 -0.2 0.0
H -2.887 2.380 -1.308 -0.7 0.3 0.2
H -2.009 1.870 -3.263 -0.6 -0.4 -0.3
C 0.886 -0.136 1.887 0.6 0.2 1.4
C 1.462 -1.488 1.530 0.1 0.6 -2.2
O 2.057 -2.228 2.274 -0.2 -0.2 0.5
N 1.298 -1.780 0.187 0.1 -0.9 0.2
H 1.522 -2.715 -0.150 0.1 0.5 0.3
H 0.896 -1.143 -0.476 -0.2 0.3 0.2
H 1.048 0.706 1.227 0.0 -0.4 -0.7
H 1.405 0.166 2.804 -0.5 -0.2 0.2
H -0.187 -0.240 2.040 0.0 0.1 0.2

Record 8
22
Properties=species:S:1:pos:R:3:forces:R:3 method="wB97M-V/def2-TZVPD" orbital_gap_ev=8.2 relative_energy_kcal_mol=80.2 total_charge=0 e_tot_ev=-34180.144 homo_ev=-8.5277 smiles=SS.O.O.O.O.O.O
S 2.903 2.232 -0.786 0.2 -0.9 0.1
S 3.318 0.974 0.872 0.1 0.2 0.3
H 1.762 2.755 -0.389 -0.5 0.4 0.3
H 2.145 0.489 1.384 0.2 0.3 -0.9
H 0.867 -2.225 -1.575 0.7 -0.9 0.4
H -0.045 -2.383 -0.426 2.6 -2.1 -0.8
O 0.822 -2.855 -0.817 -3.4 3.0 0.5
H 1.576 -2.199 2.654 -1.3 2.5 -1.2
H 0.995 -2.007 1.329 -0.3 -0.9 -2.7
O 1.049 -1.494 2.096 1.6 -2.2 2.3
H -1.365 1.774 -2.690 1.0 0.5 1.0
H -0.560 2.590 -3.562 0.9 -0.1 1.4
O -0.485 2.233 -2.630 -1.7 -0.4 -2.5
H -2.250 -1.670 -1.510 -0.7 -0.6 0.3
H -3.366 -1.924 -2.539 0.9 -1.5 3.8
O -3.046 -2.247 -1.552 -0.2 2.1 -4.1
H -2.929 3.574 -0.681 0.0 1.0 0.6
H -1.996 2.418 -0.441 5.7 -2.1 4.4
O -2.641 2.716 -0.924 -5.9 1.1 -4.9
H 0.779 -1.595 4.319 1.1 1.7 0.5
H 1.086 -0.366 3.528 0.2 0.3 0.2
O 1.383 -0.790 4.339 -1.2 -1.4 0.9